Version P
Density functional theory data (ωB97M-V with the def2-TZVPD basis set) for the ion C3H8N3O with charge +1.

Results
LUMO level: -4.9 eV
gap between HOMO and LUMO: 0.35349 Ha
SMILES string: CON1CN1C=[NH2+]
total charge: +1

Cartesian coordinates (Å):
C 2.056 0.471 -0.264
O 0.993 1.368 0.286
N -0.145 0.698 0.703
C -1.357 1.341 0.360
N -0.942 0.249 -0.476
C -1.263 -1.039 -0.488
N -0.430 -1.769 0.233
H 1.440 -0.281 -0.722
H 2.680 0.023 0.532
H 2.663 0.808 -1.046
H -1.270 2.343 -0.204
H -2.236 1.159 1.042
H -1.954 -1.431 -1.192
H -0.454 -2.714 0.436
H 0.219 -1.226 0.800

---

Version Q
Density functional theory data (ωB97M-V with the def2-TZVPD basis set) for the ion C3H8N3O with charge +1.

Results
LUMO level: -3.9 eV
gap between HOMO and LUMO: 0.40196 Ha
SMILES string: CNO/C=N\C=[NH2+]
total charge: +1

Cartesian coordinates (Å):
C -0.248 1.442 -0.987
N -1.000 0.586 -0.030
O -1.659 -0.433 -0.828
C -0.899 -1.393 -1.039
N 0.106 -1.766 -0.369
C 0.911 -1.169 0.503
N 1.184 -1.757 1.593
H -0.929 1.777 -1.728
H 0.255 2.095 -0.360
H 0.347 0.667 -1.447
H -1.740 1.116 0.331
H -1.382 -2.040 -1.674
H 1.491 -0.308 0.236
H 0.640 -2.598 1.866
H 1.907 -1.591 2.214

---

Which is most stable? The ranking, best first, is version Q, version P.

---

Version P
Density functional theory data (ωB97M-V with the def2-TZVPD basis set) for the ion C3H8N3O with charge +1.

Results
LUMO level: -3.9 eV
gap between HOMO and LUMO: 0.38838 Ha
SMILES string: [NH3+]C[C@H]1N=NCO1
total charge: +1

Cartesian coordinates (Å):
N -1.358 0.208 -0.683
C -1.124 -0.721 0.395
C 0.270 -0.520 0.902
N 1.178 -1.284 0.028
N 1.954 -0.500 -0.513
C 1.678 0.873 -0.234
O 0.567 0.805 0.685
H -2.283 0.561 -0.816
H -1.180 -0.089 -1.641
H -0.690 1.059 -0.340
H -1.950 -0.455 1.085
H -1.423 -1.740 -0.012
H 0.389 -0.824 1.976
H 2.615 1.207 0.256
H 1.358 1.421 -1.087

---

Version Q
Density functional theory data (ωB97M-V with the def2-TZVPD basis set) for a cluster of 2 separate species, C3H8N3O in total.

Results
LUMO level (spin up / spin down): -5.5 / -6.3 eV
gap between HOMO and LUMO (spin up / spin down): 0.32158 / 0.32193 Ha
total charge: +1

Cartesian coordinates (Å):
C 1.831 0.574 1.036
C 0.161 1.307 -0.145
C -2.023 -1.099 -0.100
N 0.951 1.485 1.012
N 1.757 -0.261 -0.067
N 0.652 0.065 -0.745
O -0.722 -1.328 0.004
H 2.586 0.438 1.784
H -0.911 1.228 0.121
H 0.248 2.171 -0.819
H -2.342 -0.126 0.334
H -2.492 -1.830 0.591
H -2.444 -1.257 -1.105
H 2.224 -1.150 -0.192
H 0.522 -0.216 -1.710

---

Version R
Density functional theory data (ωB97M-V with the def2-TZVPD basis set) for the ion C3H8N3O with charge +1.

Results
LUMO level: -3.8 eV
gap between HOMO and LUMO: 0.40373 Ha
SMILES string: [H]/N=C/[C@@H](O)C(N)=[NH2+]
total charge: +1

Cartesian coordinates (Å):
H -2.640 0.427 -1.790
N -1.838 0.484 -1.188
C -1.562 -0.295 -0.242
C -0.445 -0.209 0.747
O -0.101 -1.341 1.391
C 0.843 0.197 0.047
N 2.041 -0.231 0.465
N 0.636 1.131 -0.808
H -2.389 -0.998 0.157
H -0.456 0.744 1.326
H -0.246 -2.152 0.828
H 2.848 0.402 0.239
H 2.197 -0.758 1.285
H -0.341 1.103 -1.192
H 1.453 1.496 -1.265

---

Which is most stable? The ranking, best first, is version R, version P, version Q.

---

Version P
Density functional theory data (ωB97M-V with the def2-TZVPD basis set) for a structure of composition C4H4N2O.

Results
LUMO level: 0.5 eV
gap between HOMO and LUMO: 0.38024 Ha
total charge: 0

Cartesian coordinates (Å):
C -0.577 1.322 -0.514
C 1.646 0.030 -0.036
C 0.295 0.629 0.565
C -0.274 -0.593 -0.108
N -1.005 0.222 -1.052
N 0.997 -1.015 -0.598
O 2.826 0.370 -0.122
H -0.643 2.406 -0.575
H 0.411 1.016 1.638
H -1.011 -1.458 0.571
H 1.479 -1.844 -0.815

---

Version Q
Density functional theory data (ωB97M-V with the def2-TZVPD basis set) for the molecule C4H4N2O.

Results
LUMO level: -0.4 eV
gap between HOMO and LUMO: 0.31218 Ha
total charge: 0

Cartesian coordinates (Å):
O 2.340 -1.034 0.508
C 1.235 -0.644 0.222
C 0.937 0.812 -0.120
C -0.425 1.251 -0.525
N -1.308 0.291 -0.230
C -1.015 -1.055 0.029
N 0.140 -1.552 0.209
H 1.754 1.269 -0.683
H 0.913 1.405 0.813
H -2.286 0.516 -0.341
H -1.886 -1.710 0.019

---

Version R
Density functional theory data (ωB97M-V with the def2-TZVPD basis set) for the molecule C4H4N2O.

Results
LUMO level: 0.7 eV
gap between HOMO and LUMO: 0.36473 Ha
total charge: 0

Cartesian coordinates (Å):
C -0.327 0.070 -2.224
C -1.500 0.784 0.945
C -0.356 0.098 0.304
C 1.174 0.273 0.579
N -0.500 -0.179 -1.057
N -1.227 -0.456 1.238
O -0.219 0.104 -3.352
H 1.412 0.834 1.474
H 1.430 -0.722 0.846
H 1.752 0.553 -0.275
H -1.640 -1.360 1.523

---

Which is most stable? The ranking, best first, is version Q, version P, version R.

---

Version P
Density functional theory data (ωB97M-V with the def2-TZVPD basis set) for the molecule CH4N2O.

Results
LUMO level: 0.9 eV
gap between HOMO and LUMO: 0.40348 Ha
SMILES string: [H]/N=C\NO
total charge: 0

Cartesian coordinates (Å):
H -0.705 -1.427 -0.063
N -1.399 -0.719 0.011
C -0.805 0.431 -0.029
N 0.599 0.596 0.190
O 1.242 -0.632 -0.164
H -1.314 1.420 -0.120
H 0.880 1.295 -0.546
H 1.502 -0.964 0.721

---

Version Q
Density functional theory data (ωB97M-V with the def2-TZVPD basis set) for a structure of composition CH4N2O.

Results
LUMO level: -0.4 eV
gap between HOMO and LUMO: 0.33559 Ha
total charge: 0

Cartesian coordinates (Å):
C -0.272 0.167 -0.917
N -0.364 -0.855 1.143
N 0.144 -0.077 0.390
O 1.687 0.753 0.827
H 0.108 1.268 -1.032
H -1.427 0.021 -0.852
H 0.192 -0.522 -1.614
H -0.068 -0.754 2.054

---

Version R
Density functional theory data (ωB97M-V with the def2-TZVPD basis set) for the molecule CH4N2O.

Results
LUMO level: 0.5 eV
gap between HOMO and LUMO: 0.36953 Ha
SMILES string: NC(N)=O
total charge: 0

Cartesian coordinates (Å):
N -1.244 -0.065 -0.166
C -0.006 0.443 -0.074
N 1.101 -0.323 -0.287
O 0.279 1.658 -0.173
H -1.517 -0.982 -0.418
H -1.933 0.628 0.419
H 2.158 -0.075 0.372
H 1.162 -1.284 0.328

---

Version S
Density functional theory data (ωB97M-V with the def2-TZVPD basis set) for the molecule CH4N2O.

Results
LUMO level: 0.6 eV
gap between HOMO and LUMO: 0.38386 Ha
SMILES string: [H]/N=C\NO
total charge: 0

Cartesian coordinates (Å):
H 0.818 1.272 -0.529
N 1.557 0.416 -0.174
C 0.781 -0.343 0.415
N -0.670 -0.252 0.442
O -1.183 0.239 -0.700
H 1.221 -1.419 0.696
H -0.989 -1.188 0.256
H -1.533 1.275 -0.406

---

Which is most stable? The ranking, best first, is version R, version P, version S, version Q.

---

Version P
Density functional theory data (ωB97M-V with the def2-TZVPD basis set) for the molecule CH4N2O.

Results
LUMO level: 1.0 eV
gap between HOMO and LUMO: 0.39113 Ha
SMILES string: [H]/N=C/ON
total charge: 0

Cartesian coordinates (Å):
H 0.951 1.776 1.841
N 0.498 1.639 0.943
C 0.192 0.444 0.681
O -0.281 0.211 -0.598
N -0.706 -1.109 -0.972
H 0.315 -0.509 1.103
H 0.205 -1.513 -1.134
H -1.174 -0.939 -1.863

---

Version Q
Density functional theory data (ωB97M-V with the def2-TZVPD basis set) for the molecule CH4N2O.

Results
LUMO level: 0.7 eV
gap between HOMO and LUMO: 0.37775 Ha
SMILES string: [H]/N=C\NO
total charge: 0

Cartesian coordinates (Å):
H 0.453 -1.781 -0.679
N 0.733 -0.902 -1.202
C 0.035 -0.025 -0.677
N -0.626 0.002 0.443
O -0.632 1.283 1.001
H 0.053 0.943 -1.194
H -0.369 -0.809 0.983
H 0.353 1.289 1.325

---

Version R
Density functional theory data (ωB97M-V with the def2-TZVPD basis set) for the molecule CH4N2O.

Results
LUMO level (spin up / spin down): 0.5 / 0.5 eV
gap between HOMO and LUMO (spin up / spin down): 0.38313 / 0.38316 Ha
SMILES string: [H]/N=[N+](/C)[O-]
total charge: 0

Cartesian coordinates (Å):
H 1.192 1.296 -1.557
N 1.013 0.474 -0.836
N -0.051 0.423 -0.255
C -0.193 -0.691 0.622
O -1.033 1.400 -0.340
H 0.663 -1.071 1.013
H -0.624 -1.425 -0.001
H -0.966 -0.407 1.355

---

Which is most stable? The ranking, best first, is version P, version Q, version R.

---

Version P
Density functional theory data (ωB97M-V with the def2-TZVPD basis set) for the molecule C7H11N.

Results
LUMO level: 1.0 eV
gap between HOMO and LUMO: 0.33273 Ha
SMILES string: CCc1c[nH]cc1C
total charge: 0

Cartesian coordinates (Å):
C 1.130 -0.520 -2.393
C 0.550 -1.270 -1.161
C 0.376 -0.356 0.049
C 0.761 -0.678 1.320
N 0.059 0.105 2.204
C -0.751 0.944 1.499
C -0.626 0.670 0.164
C -1.547 1.091 -0.931
H 2.078 -0.981 -2.691
H 0.478 -0.589 -3.260
H 1.470 0.485 -2.137
H 1.283 -1.995 -0.840
H -0.466 -1.584 -1.393
H 1.529 -1.342 1.686
H 0.287 0.298 3.163
H -1.356 1.699 1.970
H -2.550 0.668 -0.873
H -1.678 2.178 -0.970
H -1.166 0.799 -1.909

---

Version Q
Density functional theory data (ωB97M-V with the def2-TZVPD basis set) for a structure of composition C7H11N.

Results
LUMO level: 0.9 eV
gap between HOMO and LUMO: 0.34052 Ha
total charge: 0

Cartesian coordinates (Å):
C 1.103 -0.169 -1.454
C -0.053 -1.191 -0.813
C 0.965 -1.201 0.277
C 1.262 0.324 0.077
C -0.017 1.187 0.162
C -1.208 0.392 0.718
C -1.436 -0.601 -0.393
H 1.931 -0.680 -1.819
H 0.569 0.553 -2.124
H -0.102 -2.356 -1.219
H 1.685 -2.018 -0.078
H 0.192 -1.507 1.236
H 2.286 0.778 0.377
H -0.240 1.689 -0.709
H -0.273 1.244 2.494
H -0.587 -0.228 1.456
H -2.005 -1.594 -0.298
H -1.712 -0.033 -1.122
N -0.778 1.672 1.481

---

Version R
Density functional theory data (ωB97M-V with the def2-TZVPD basis set) for the molecule C7H11N.

Results
LUMO level: 1.0 eV
gap between HOMO and LUMO: 0.34541 Ha
SMILES string: N[C@H]1C[C@@H]2[C@@H]3[C@H](C1)[C@H]23
total charge: 0

Cartesian coordinates (Å):
N -1.717 0.035 0.981
C -1.421 0.033 -0.411
C -0.606 -1.297 -0.622
C 0.768 -1.139 -0.028
C 1.739 -0.013 -0.361
C 0.941 1.062 0.050
C -0.373 1.157 -0.561
C 1.140 -0.168 1.038
H -0.911 -0.517 1.582
H -1.886 0.877 1.564
H -2.333 0.234 -1.189
H -1.000 -2.057 0.094
H -0.717 -1.598 -1.744
H 1.364 -1.987 0.105
H 2.816 0.103 -0.868
H 1.176 2.212 0.339
H -0.044 1.455 -1.570
H -0.716 2.147 -0.300
H 1.781 -0.539 1.899

---

Version S
Density functional theory data (ωB97M-V with the def2-TZVPD basis set) for the molecule C7H11N.

Results
LUMO level: 1.1 eV
gap between HOMO and LUMO: 0.35324 Ha
SMILES string: C[C@H]1CC=C[C@@H]2CN21
total charge: 0

Cartesian coordinates (Å):
C 1.350 -0.713 -0.874
C -0.114 -0.459 -0.965
C -0.958 -1.338 0.049
C -1.298 -0.692 1.401
C -0.585 0.394 1.741
C 0.238 0.937 0.586
C 0.046 2.164 -0.337
N -0.513 0.856 -0.609
H 1.466 -1.637 -1.547
H 1.912 0.027 -1.339
H 1.988 -0.881 -0.045
H -0.378 -0.503 -2.116
H -0.311 -2.136 0.068
H -2.006 -1.501 -0.411
H -1.911 -1.200 2.144
H -0.802 0.892 2.607
H 1.329 0.494 0.370
H -0.528 3.060 -0.156
H 1.077 2.236 -0.567

---

Which is most stable? The ranking, best first, is version P, version R, version S, version Q.